Record 1
Computed, not measured: C39H31GaN4O2STe as an isolated structure, with ωB97M-V/def2-TZVPD.

Element x y z (Å)
Te: -5.41 3.58 4.62
Ga: -0.20 -1.18 0.41
S: 1.91 -4.25 2.98
O: -1.17 -2.14 -0.83
O: -1.52 -0.22 1.12
N: 1.53 -0.52 -0.05
N: 0.84 -2.50 1.52
N: 3.72 -0.71 0.13
N: -2.94 1.89 3.24
C: -4.89 4.72 0.41
C: -2.32 -1.76 -1.30
C: -6.78 0.44 -0.87
C: 1.50 1.52 -1.54
C: -0.11 4.46 1.56
C: -4.80 1.11 0.56
C: 2.94 -3.19 2.13
C: 0.55 -3.48 2.33
C: -7.12 3.83 0.61
C: -3.52 0.95 1.03
C: 2.54 -1.20 0.51
C: 2.20 -2.31 1.40
C: -0.28 4.84 0.23
C: -6.91 3.63 1.96
C: -4.53 -0.68 -1.00
C: 3.75 2.26 -2.09
C: -3.33 -1.94 -4.93
C: -3.18 -0.86 -0.58
C: -3.79 0.94 3.95
C: -5.21 1.48 4.24
C: 4.35 1.26 -1.35
C: -0.93 3.49 2.11
C: 2.09 0.50 -0.81
C: -2.28 -3.59 -2.95
C: 3.48 0.38 -0.71
C: -1.91 2.87 1.34
C: -5.69 3.95 2.55
C: 2.36 2.39 -2.18
C: -2.62 -2.27 -2.65
C: -3.13 -1.44 -3.66
C: -2.82 1.88 1.99
C: -4.69 4.51 1.76
C: -2.72 -0.07 0.52
C: -5.35 0.27 -0.44
C: -1.26 4.23 -0.54
C: -2.51 -4.09 -4.21
C: -3.04 -3.27 -5.20
C: -6.11 4.38 -0.18
C: -2.06 3.24 0.01
H: -6.27 4.56 -1.23
H: -0.84 3.21 3.15
H: -5.41 1.91 0.96
H: -5.89 1.30 3.41
H: -6.92 1.41 -1.35
H: 1.95 3.21 -2.75
H: 5.42 1.16 -1.28
H: -4.11 5.16 -0.19
H: -2.86 2.81 -0.60
H: 4.62 -1.04 0.42
H: -3.73 4.77 2.21
H: -3.27 0.71 4.88
H: -1.86 -4.22 -2.18
H: -3.70 -1.30 -5.71
H: 4.01 -3.27 2.21
H: -0.46 -3.79 2.55
H: -3.31 -0.39 -3.46
H: -8.07 3.59 0.17
H: -1.42 4.55 -1.57
H: 0.34 5.62 -0.19
H: -3.21 -3.67 -6.19
H: -7.45 0.41 -0.01
H: -5.64 0.94 5.08
H: -7.07 -0.35 -1.56
H: 0.64 4.94 2.17
H: -7.71 3.22 2.58
H: 4.38 2.97 -2.62
H: -3.87 0.00 3.39
H: -2.28 -5.13 -4.43
H: 0.42 1.66 -1.58
H: -4.94 -1.36 -1.74

Summary:
Charge: +2
Energy relative to the best compared isomer or geometry (same formula, charge and spin): 29.6 kcal per mole
E_LUMO: -6.4 eV
Highest occupied orbital energy: -11.19 eV


Record 2
Computed, not measured: C39H32BrCl6InN2O12Te as an isolated structure, with ωB97M-V/def2-TZVPD.

Element x y z (Å)
Te: 0.89 -2.53 -1.52
In: -0.23 -0.46 0.08
Br: -0.38 2.66 -0.03
Cl: -0.77 -1.03 5.83
Cl: 0.84 -1.11 3.16
Cl: -3.73 -0.06 5.82
Cl: -3.37 1.04 0.57
Cl: -5.03 0.95 3.18
Cl: -2.37 -3.11 0.01
O: 1.72 0.43 0.45
O: -2.83 -1.75 -0.18
O: -1.11 0.18 -1.71
O: -1.82 -3.60 -1.24
O: 3.79 0.79 1.17
O: 2.20 -1.46 -4.54
O: 7.34 2.05 -1.77
O: 3.06 0.04 -5.82
O: 1.57 -0.20 -2.16
O: 7.17 1.82 -3.90
O: -1.33 -3.08 1.03
O: -3.44 -3.96 0.44
N: 6.71 1.73 -2.77
N: 2.86 -0.45 -4.71
C: 2.86 -2.53 -0.69
C: 1.05 -7.36 -0.41
C: -1.57 3.76 -2.33
C: 0.91 -4.60 -0.88
C: 4.78 1.18 -1.34
C: -2.60 5.03 -4.31
C: -4.08 4.87 -4.69
C: -2.81 -0.06 4.35
C: -1.34 0.24 -5.86
C: 4.70 0.73 -3.72
C: 0.76 -5.11 0.40
C: 4.26 -2.49 1.27
C: 3.99 -2.52 -1.50
C: -1.77 5.25 -5.57
C: -2.10 0.05 -4.53
C: -1.88 1.31 -3.66
C: 3.45 0.19 -3.55
C: -1.61 -1.26 -3.92
C: -3.61 -0.09 -4.80
C: -2.65 0.40 1.99
C: -3.39 0.39 3.17
C: 5.37 1.23 -2.61
C: -2.13 3.76 -3.60
C: -1.34 -0.08 1.96
C: 3.00 -2.54 0.69
C: 1.23 -6.86 -1.70
C: 5.39 -2.46 0.46
C: -1.20 2.57 -1.74
C: -1.37 1.29 -2.32
C: -1.50 -0.51 4.36
C: 1.16 -5.49 -1.93
C: -2.47 6.27 -3.42
C: 3.51 0.70 -1.16
C: -2.24 2.52 -4.23
C: 2.98 0.62 0.27
C: 0.81 -6.48 0.63
C: 2.75 0.20 -2.29
C: 5.25 -2.48 -0.92
C: -0.79 -0.53 3.16
H: 6.37 -2.40 0.91
H: -3.05 6.16 -2.50
H: -1.82 -2.08 -4.63
H: -2.09 6.16 -6.09
H: 1.28 -5.11 -2.93
H: 3.88 -2.53 -2.58
H: 1.09 -8.42 -0.23
H: 0.66 -6.86 1.64
H: -3.80 -0.95 -5.45
H: -4.02 0.80 -5.28
H: -0.54 -1.24 -3.74
H: -1.73 1.07 -6.45
H: -1.86 4.41 -6.26
H: -1.41 4.68 -1.78
H: -2.86 7.14 -3.96
H: -4.46 5.79 -5.16
H: -2.11 -1.49 -2.98
H: 2.12 -2.56 1.32
H: -0.28 0.42 -5.67
H: 1.42 -7.54 -2.52
H: 5.18 0.72 -4.69
H: 6.13 -2.44 -1.55
H: -4.13 -0.25 -3.86
H: 4.36 -2.45 2.35
H: -2.62 2.50 -5.24
H: -1.42 -0.67 -6.47
H: 5.34 1.49 -0.47
H: -4.23 4.05 -5.39
H: -0.71 5.36 -5.31
H: -4.68 4.67 -3.80
H: -1.43 6.46 -3.16
H: 0.55 -4.44 1.23

Summary:
Charge: -2
Energy relative to the best compared isomer or geometry (same formula, charge and spin): 27.2 kcal per mole
E_LUMO: 3.7 eV
Highest occupied orbital energy: -3.32 eV


Record 3
Computed, not measured: C39H32FeNO2P2S5Sb as an isolated structure, with ωB97M-V/def2-TZVPD.

Element x y z (Å)
Sb: 14.41 12.00 14.57
Fe: 13.14 13.04 12.05
S: 13.83 9.83 15.03
S: 15.50 13.54 15.95
S: 15.32 12.41 12.39
S: 12.18 13.16 14.10
S: 4.70 14.64 6.40
P: 11.95 11.27 10.56
P: 13.29 15.31 10.94
O: 10.89 13.79 10.22
O: 5.55 15.78 6.05
N: 4.42 14.19 7.77
C: 9.28 10.59 10.58
C: 8.59 13.17 9.63
C: 13.81 11.65 8.72
C: 15.78 16.71 13.67
C: 10.57 15.14 10.19
C: 13.28 15.42 8.12
C: 10.11 11.53 10.48
C: 12.70 7.49 11.92
C: 9.33 15.52 9.65
C: 6.90 15.05 9.52
C: 15.27 16.06 6.87
C: 12.22 12.06 6.50
C: 12.19 9.45 10.59
C: 8.40 14.72 7.52
C: 15.64 18.42 11.96
C: 9.91 12.80 10.07
C: 16.19 15.97 8.17
C: 14.04 15.70 7.05
C: 9.11 16.91 9.78
C: 16.14 17.86 13.21
C: 8.26 14.59 9.13
C: 12.54 7.26 9.51
C: 10.05 17.71 10.54
C: 12.11 8.55 9.47
C: 14.45 11.98 7.50
C: 14.80 15.96 12.96
C: 11.52 15.95 10.72
C: 11.58 11.70 7.79
C: 14.67 17.75 11.33
C: 15.36 15.58 9.18
C: 12.43 11.49 8.83
C: 7.61 12.18 9.61
C: 12.60 8.97 11.76
C: 11.23 17.29 10.89
C: 14.33 16.62 11.77
C: 12.47 6.62 10.85
C: 7.94 10.81 9.99
C: 13.58 12.12 6.40
C: 14.11 15.40 9.36
H: 6.57 16.02 9.03
H: 15.96 15.88 5.84
H: 12.33 15.26 7.93
H: 12.63 6.80 12.74
H: 15.91 19.38 11.73
H: 10.49 11.99 7.90
H: 16.95 18.47 13.72
H: 11.49 12.30 5.59
H: 17.32 16.13 7.74
H: 16.15 15.29 9.94
H: 14.17 12.39 5.35
H: 12.34 5.51 10.90
H: 7.13 10.05 9.85
H: 11.91 18.01 11.50
H: 12.07 8.84 8.53
H: 6.65 12.34 9.27
H: 7.52 14.34 7.11
H: 9.49 18.77 10.51
H: 14.26 18.01 10.31
H: 14.60 14.93 13.25
H: 9.36 9.56 10.95
H: 16.07 16.09 14.50
H: 13.33 15.82 6.04
H: 6.90 15.28 10.87
H: 14.46 11.69 9.72
H: 7.80 17.28 9.47
H: 5.99 14.35 9.40
H: 8.54 15.72 7.25
H: 15.41 12.24 7.28
H: 9.30 14.30 7.05
H: 12.45 9.33 12.72
H: 12.89 6.52 8.70

Summary:
⟨S²⟩: 6.025
Charge: -2
2S+1: 5
E_LUMO (alpha / beta): 3.6 / 3.5 eV
Highest occupied orbital energy (alpha / beta): -2.93 / -2.96 eV


Record 4
Computed, not measured: C39H33AsBrF6N5O5SSeW as an isolated structure, with ωB97M-V/def2-TZVPD.

Element x y z (Å)
W: -0.11 -0.34 -1.71
Br: 0.37 -0.42 -4.20
Se: -3.22 -2.34 0.77
As: 0.82 -1.61 1.91
S: 4.70 3.94 0.21
F: -0.33 -2.88 2.00
F: 1.91 -0.33 1.61
F: 1.50 -1.97 3.42
F: -0.34 -0.50 2.51
F: 1.87 -2.66 1.01
F: 0.02 -1.26 0.20
O: 0.61 1.39 -0.12
O: 1.08 1.68 -2.20
O: 4.84 2.59 -0.28
O: 5.85 4.78 0.36
O: -3.09 4.35 -1.42
N: -1.99 -1.44 -2.44
N: 0.29 -2.51 -1.97
N: 2.14 -0.79 -1.45
N: -1.68 0.64 -0.83
N: 3.67 4.77 -0.79
C: 1.54 -2.92 -2.28
C: -2.00 -2.79 -2.26
C: -2.77 2.47 0.05
C: 4.45 -0.26 -1.06
C: 1.05 2.14 -1.03
C: -0.72 -4.71 -1.54
C: -6.48 -1.84 4.04
C: -4.25 -1.63 -3.21
C: 2.55 -1.98 -1.96
C: -5.66 -2.96 4.04
C: -1.88 -5.49 -1.62
C: 1.56 3.51 -0.69
C: -3.05 -4.96 -2.08
C: 1.53 3.54 5.34
C: 2.60 4.89 3.50
C: 3.08 0.02 -0.99
C: -4.30 -2.96 -2.91
C: 3.57 2.59 2.28
C: -3.08 -0.90 -2.94
C: 2.83 2.50 3.45
C: 3.81 3.84 1.73
C: 3.34 4.99 2.33
C: -6.32 -0.85 3.07
C: 4.21 -3.57 -2.71
C: -2.63 3.11 -1.21
C: 1.88 -4.12 -2.91
C: 2.33 3.65 4.07
C: 3.90 -2.33 -2.11
C: 3.22 -4.43 -3.13
C: 2.72 3.97 -1.58
C: 4.87 -1.42 -1.65
C: -4.70 -3.12 3.06
C: -3.14 -3.59 -2.42
C: -1.50 1.22 -2.00
C: -4.53 -2.13 2.08
C: -2.24 1.23 0.23
C: -5.35 -0.99 2.10
C: -0.76 -3.38 -1.91
C: -1.96 2.49 -2.26
H: 2.78 0.93 -0.51
H: 5.26 -3.83 -2.85
H: 1.84 3.48 0.35
H: 5.92 -1.66 -1.74
H: 3.53 5.96 1.88
H: -3.51 4.71 -0.63
H: -3.07 0.16 -3.14
H: 3.21 3.11 -2.03
H: -3.94 -5.58 -2.18
H: 3.93 1.70 1.80
H: -2.25 0.68 1.17
H: 4.23 5.41 -1.34
H: 2.23 5.79 3.97
H: 0.20 -5.13 -1.15
H: -7.24 -1.72 4.81
H: -6.96 0.02 3.08
H: -5.20 -3.54 -3.06
H: -5.79 -3.72 4.80
H: 5.14 0.47 -0.67
H: 2.62 1.53 3.87
H: -3.25 2.98 0.87
H: 0.71 4.20 -0.75
H: 2.36 4.60 -2.39
H: -5.21 -0.23 1.34
H: 3.48 -5.35 -3.63
H: -4.06 -3.99 3.05
H: 1.14 4.51 5.64
H: 0.69 2.85 5.21
H: -1.84 -6.53 -1.32
H: 2.14 3.15 6.15
H: -1.79 3.00 -3.19
H: -5.10 -1.11 -3.62
H: 1.11 -4.78 -3.27

Summary:
⟨S²⟩: 3.780
Charge: +1
Energy relative to the best compared isomer or geometry (same formula, charge and spin): 80.5 kcal per mole
2S+1: 4
E_LUMO (alpha / beta): -3.0 / -7.1 eV
Highest occupied orbital energy (alpha / beta): -9.13 / -9.18 eV